{"formula": "C19H16BrIN3O2TeZr", "method": "the ωB97M-V functional and the def2-TZVPD basis", "lumo_ev": -4.19, "gap_ha": 0.22134, "total_charge": 1, "energy_ha": -4234.9930, "e_above_lowest_kj_mol": 0.00, "largest_force_ha_per_bohr": 0.03028, "symbols": ["I", "Te", "Zr", "Br", "O", "O", "N", "N", "N", "C", "C", "C", "C", "C", "C", "C", "C", "C", "C", "C", "C", "C", "C", "C", "C", "C", "C", "C", "H", "H", "H", "H", "H", "H", "H", "H", "H", "H", "H", "H", "H", "H", "H", "H"], "xyz": [[-2.07, 1.68, 0.04], [2.01, -2.32, -0.37], [0.35, -0.32, -0.04], [-1.23, -1.64, -5.51], [-2.70, -4.33, 3.10], [0.56, -0.36, 1.92], [0.19, 0.45, -2.29], [-1.39, -1.46, 0.27], [1.80, -3.11, 3.78], [0.12, 2.00, -4.09], [-0.41, -2.58, 2.12], [0.38, 1.68, -2.77], [-1.41, -4.84, 2.78], [-0.36, 1.02, -4.94], [-0.25, -0.51, -3.11], [-3.09, -2.35, -1.26], [-0.56, -0.26, -4.43], [-4.50, -0.85, -2.51], [1.79, -2.01, 3.10], [-1.47, -2.35, 1.25], [-3.90, 0.24, -1.89], [0.76, -4.00, 3.66], [2.91, -1.04, 3.24], [-2.90, 0.02, -0.95], [-2.48, -1.27, -0.62], [-0.33, -3.80, 2.88], [0.69, -1.68, 2.21], [-4.09, -2.14, -2.18], [-4.55, -2.99, -2.67], [3.33, -0.79, 2.26], [-0.58, 1.24, -5.98], [-2.40, -2.90, 1.37], [2.56, -0.12, 3.70], [-2.74, -3.35, -1.04], [-1.49, -5.21, 1.76], [-1.15, -5.69, 3.41], [-4.22, 1.24, -2.12], [-5.28, -0.69, -3.23], [0.73, 2.44, -2.08], [0.30, 3.01, -4.45], [3.69, -1.48, 3.86], [-0.35, -1.51, -2.70], [0.86, -4.91, 4.24], [-2.73, -4.12, 4.04]]}